1.
Entry from the OMol25 dataset: a structure of composition C26H33F12N13O8S4Zn in a non-equilibrium geometry (wB97M-V/def2-TZVPD).

XYZ file:
```
97
C26H33F12N13O8S4Zn, DFT wB97M-V/def2-TZVPD
Zn -1.821 1.299 -1.967
C -1.271 -2.297 1.469
F -2.556 -1.950 1.075
F -1.288 -3.262 2.400
F -0.662 -2.715 0.409
S -0.351 -0.636 2.004
O -1.396 0.272 2.405
O 0.514 -0.965 3.118
N 0.188 -0.126 0.469
S 1.717 -0.488 0.577
O 2.038 -1.851 1.013
O 2.284 -0.171 -0.720
C 2.524 0.781 1.856
F 1.602 1.696 2.155
F 2.868 0.117 2.990
F 3.639 1.377 1.395
C 0.549 3.589 -6.090
F 1.285 4.541 -6.708
F -0.279 3.005 -7.023
F 1.361 2.649 -5.591
S -0.573 4.285 -4.637
O 0.053 3.708 -3.466
O -0.578 5.723 -4.658
N -2.049 3.303 -4.615
S -3.067 4.156 -5.556
O -4.035 4.886 -4.704
O -2.421 4.919 -6.593
C -4.058 2.854 -6.522
F -3.196 1.913 -7.041
F -5.049 2.305 -5.888
F -4.602 3.444 -7.599
C -1.663 -3.348 -6.786
C -1.395 -2.409 -5.693
N -1.152 -1.675 -4.822
H -1.009 -2.970 -7.572
H -2.701 -3.200 -7.083
H -1.424 -4.368 -6.486
C -7.480 -1.714 -2.744
C -6.421 -0.812 -2.306
N -5.616 -0.021 -1.936
H -7.146 -2.491 -3.432
H -8.167 -1.073 -3.297
H -7.938 -2.001 -1.798
C -4.362 1.448 7.347
C -4.943 0.647 6.299
N -5.407 -0.055 5.504
H -4.816 1.316 8.329
H -4.369 2.490 7.027
H -3.354 1.048 7.464
C 5.205 5.056 6.694
C 3.851 5.276 6.209
N 2.778 5.482 5.840
H 5.280 4.107 7.225
H 5.553 5.931 7.243
H 5.770 4.984 5.765
C 6.293 0.083 -5.850
C 5.502 -1.011 -6.439
N 4.811 -1.872 -6.851
H 6.463 0.763 -6.685
H 7.314 -0.241 -5.646
H 5.907 0.780 -5.106
C 9.623 -0.210 2.290
C 9.242 -1.620 2.251
N 8.951 -2.736 2.215
H 9.831 0.172 3.290
H 8.793 0.405 1.943
H 10.339 0.014 1.500
C -2.333 5.286 3.445
C -2.291 4.684 2.108
N -2.238 4.199 1.057
H -1.770 6.185 3.195
H -1.662 4.767 4.129
H -3.336 5.551 3.777
C 2.986 7.876 0.402
C 3.929 7.394 -0.712
N 4.663 6.938 -1.504
H 2.106 8.375 -0.004
H 3.578 8.608 0.952
H 2.799 7.094 1.137
C 2.850 -6.797 -1.029
C 3.909 -6.888 -0.055
N 4.787 -7.048 0.679
H 2.867 -7.775 -1.510
H 3.116 -5.939 -1.647
H 1.863 -6.680 -0.582
C -6.861 -6.197 4.042
C -8.078 -6.016 3.248
N -9.116 -5.922 2.673
H -6.588 -7.251 4.076
H -6.994 -6.084 5.118
H -6.042 -5.562 3.706
C -0.615 -8.528 4.664
C -1.619 -8.551 3.568
N -2.408 -8.622 2.738
H -0.971 -7.988 5.541
H 0.221 -8.100 4.111
H -0.269 -9.550 4.818
```

## Properties
LUMO = -6.9 eV
Relative energy (zero: lowest compared OMol25 entry of this formula, charge and spin) = 231.3 kcal per mole
Total charge = 0
Gap between HOMO and LUMO = 3.39 eV

***

2.
Entry from the OMol25 dataset: a cluster of 3 separate species, C4H15N4 in total in a non-equilibrium geometry (wB97M-V/def2-TZVPD).

XYZ file:
```
23
C4H15N4, DFT wB97M-V/def2-TZVPD
C 2.979 1.835 -1.169
C -1.623 -3.133 1.503
C 1.783 1.174 -0.652
C -0.938 -2.086 0.698
N 1.825 0.106 0.088
N 0.691 1.825 -0.844
N -2.881 1.378 -0.887
N 0.004 -1.316 1.056
H 2.799 2.867 -1.351
H 3.035 1.211 -2.188
H 3.849 1.666 -0.564
H -1.897 -4.068 0.861
H -2.597 -2.713 1.628
H -1.024 -3.150 2.468
H -3.876 1.382 -1.103
H 2.822 -0.093 0.380
H 0.831 2.722 -1.347
H -1.191 -2.124 -0.352
H -0.220 1.503 -0.510
H -2.331 1.795 -1.707
H 0.391 -1.375 1.998
H -2.630 1.954 -0.025
H 1.071 -0.565 0.305
```

## Properties
LUMO = -2.7 eV
Relative energy (zero: lowest compared OMol25 entry of this formula, charge and spin) = 42.5 kcal per mole
Total charge = +1
Gap between HOMO and LUMO = 10.53 eV

***

3.
Entry from the OMol25 dataset: a cluster of 2 separate species, C3H6OS in total in a non-equilibrium geometry (wB97M-V/def2-TZVPD).

XYZ file:
```
11
C3H6OS, DFT wB97M-V/def2-TZVPD
O -2.258 0.573 -0.109
C -1.062 0.596 0.417
C -0.070 -0.777 0.205
C 0.338 0.178 -0.701
S 3.296 -0.468 -0.338
H -1.068 0.425 1.492
H 0.553 -0.952 1.075
H -0.549 1.593 0.427
H 1.370 0.502 -0.564
H 0.137 -0.083 -1.741
H -0.686 -1.587 -0.162
```

## Properties
LUMO (spin up / spin down) = 3.9 / 3.4 eV
Relative energy (zero: lowest compared OMol25 entry of this formula, charge and spin) = 67.9 kcal per mole
Total charge = -1
2S+1 = 2
Gap between HOMO and LUMO (spin up / spin down) = 7.42 / 6.50 eV
<S²> = 0.754

***

4.
Entry from the OMol25 dataset: the molecule C3H4O3 (wB97M-V/def2-TZVPD).

XYZ file:
```
10
C3H4O3, DFT wB97M-V/def2-TZVPD
O -0.113 -1.033 2.638
C -0.309 -0.822 1.484
O -0.956 -1.222 0.513
C -0.035 -0.141 -1.092
C 0.189 0.895 -0.160
O 0.610 0.518 1.016
H 0.615 -1.005 -1.062
H -0.643 0.018 -1.980
H 1.011 0.958 -1.093
H -0.369 1.834 -0.265
```

## Properties
LUMO = -0.4 eV
Relative energy (zero: lowest compared OMol25 entry of this formula, charge and spin) = 80.8 kcal per mole
Total charge = 0
Gap between HOMO and LUMO = 9.88 eV

***

5.
Entry from the OMol25 dataset: a structure of composition C25H21Cl5FeN4O9P2SSe in a non-equilibrium geometry (wB97M-V/def2-TZVPD).

XYZ file:
```
69
C25H21Cl5FeN4O9P2SSe, DFT wB97M-V/def2-TZVPD
Fe 0.556 -0.004 0.053
N -2.391 -1.994 1.545
C -2.402 -1.018 2.616
C -3.090 -1.369 3.874
P -2.315 0.611 1.838
O -3.930 0.744 1.391
O -1.988 1.820 2.622
O -1.587 0.311 0.541
P 0.639 -2.447 2.166
O -0.389 -3.738 1.694
O -0.226 -1.639 3.100
O 0.811 -1.717 0.787
H -3.310 -2.375 1.300
H -1.695 -2.760 1.716
H -2.004 -1.404 0.761
H -4.160 -1.574 3.723
H -2.992 -0.538 4.566
H -2.630 -2.253 4.316
H -4.102 1.680 1.452
H 0.150 -4.309 1.150
Cl -4.766 -2.941 -5.104
C -3.528 -2.159 -4.195
C -2.861 -2.829 -3.172
Cl -3.287 -4.459 -2.821
C -1.880 -2.196 -2.444
Cl -1.020 -3.006 -1.189
C -1.476 -0.844 -2.683
O -0.575 -0.279 -2.018
C -2.182 -0.210 -3.754
Cl -1.745 1.400 -4.174
C -3.176 -0.842 -4.472
Cl -4.007 0.006 -5.722
C 0.412 1.249 8.253
C 0.874 0.905 6.862
C 0.073 1.150 5.755
C 0.501 0.841 4.473
C 1.744 0.266 4.293
C 2.555 0.017 5.387
C 2.129 0.341 6.662
S 2.391 -0.365 2.704
O 1.861 -3.113 2.681
O 3.809 0.028 2.797
N 1.622 0.686 1.653
C 1.928 1.983 1.575
C 2.736 2.720 2.446
C 2.940 4.075 2.228
C 2.350 4.750 1.179
C 1.513 4.061 0.288
C 0.845 4.657 -0.804
C 0.038 3.884 -1.598
C -0.079 2.520 -1.330
N 0.556 1.922 -0.340
C 1.315 2.672 0.484
H -0.671 1.353 8.286
H 0.861 2.191 8.574
H 0.714 0.476 8.959
H -0.903 1.598 5.883
H -0.136 1.035 3.626
H 3.526 -0.425 5.217
H 2.771 0.153 7.515
H 3.219 2.217 3.265
H 3.579 4.619 2.910
H 2.523 5.808 1.032
H 0.986 5.710 -1.001
H -0.504 4.303 -2.432
H -0.690 1.883 -1.944
Se 2.170 -0.280 -1.868
C 3.947 -0.233 -2.142
N 5.078 -0.231 -2.393
```

## Properties
LUMO (spin up / spin down) = 3.5 / 3.8 eV
Total charge = -2
2S+1 = 5
Gap between HOMO and LUMO (spin up / spin down) = 6.20 / 6.54 eV
<S²> = 6.074

***

6.
Entry from the OMol25 dataset: the molecule C20H30N2O2S (wB97M-V/def2-TZVPD).

XYZ file:
```
55
C20H30N2O2S, DFT wB97M-V/def2-TZVPD
C -5.373 -3.792 -0.427
C -4.578 -2.605 0.018
C -5.200 -1.456 0.492
C -4.462 -0.353 0.875
C -3.071 -0.382 0.806
C -2.218 0.756 1.200
O -1.149 0.585 1.751
C -2.733 2.164 0.895
C -3.316 2.296 -0.517
C -2.276 1.850 -1.558
N -0.954 1.905 -0.979
C -0.109 0.847 -1.053
S -0.321 -0.319 -2.216
N 0.925 0.812 -0.183
C 1.865 -0.289 -0.183
C 3.001 -0.045 -1.177
C 4.002 -1.202 -1.136
O 4.570 -1.403 0.140
C 5.893 -0.937 0.337
C 6.378 -1.572 1.637
C 5.987 0.589 0.410
C -0.716 3.115 -0.228
C -1.582 3.164 1.048
C -2.443 -1.549 0.370
C -3.187 -2.636 -0.033
H -6.434 -3.646 -0.242
H -5.045 -4.687 0.099
H -5.225 -3.962 -1.493
H -6.278 -1.424 0.560
H -4.972 0.517 1.265
H -3.511 2.382 1.636
H -4.219 1.699 -0.632
H -3.586 3.343 -0.672
H -2.323 2.490 -2.448
H -2.455 0.820 -1.875
H 0.777 1.266 0.706
H 1.347 -1.215 -0.460
H 2.276 -0.402 0.820
H 2.586 0.023 -2.184
H 3.491 0.899 -0.938
H 4.787 -1.047 -1.887
H 3.471 -2.129 -1.382
H 6.525 -1.290 -0.498
H 6.279 -2.652 1.578
H 7.418 -1.317 1.818
H 5.771 -1.216 2.465
H 5.300 0.964 1.165
H 7.000 0.880 0.680
H 5.745 1.042 -0.548
H -0.988 3.948 -0.886
H 0.346 3.210 0.001
H -0.994 2.891 1.927
H -1.969 4.172 1.197
H -1.365 -1.577 0.330
H -2.687 -3.524 -0.391
```

## Properties
LUMO = 0.5 eV
Relative energy (zero: lowest compared OMol25 entry of this formula, charge and spin) = 4.5 kcal per mole
Total charge = 0
SMILES = Cc1ccc(C(=O)C2CCN(C(=S)NCCCOC(C)C)CC2)cc1
Gap between HOMO and LUMO = 8.31 eV

***

7.
Entry from the OMol25 dataset: a cluster of 2 separate species, C7H15O2 in total in a non-equilibrium geometry (wB97M-V/def2-TZVPD).

XYZ file:
```
24
C7H15O2, DFT wB97M-V/def2-TZVPD
C 2.525 -0.250 -1.020
C 1.640 -0.635 -2.190
C 2.311 1.295 -0.661
O 1.130 1.571 -0.373
O 3.368 1.950 -0.617
H 2.230 -0.759 -0.101
H 3.586 -0.405 -1.195
H 1.966 -1.495 -2.784
H 1.485 0.206 -2.878
H 0.584 -0.835 -1.972
C -1.257 -0.106 0.701
C -1.310 -1.498 1.331
C -2.623 0.394 0.213
C -0.701 0.938 1.675
H -0.592 -0.079 -0.158
H -1.984 -2.084 0.692
H -1.564 -1.566 2.384
H -3.390 0.184 0.940
H -2.615 1.444 -0.094
H -2.875 -0.003 -0.761
H 0.385 0.921 1.777
H -0.842 1.933 1.256
H -1.109 0.865 2.690
H -0.348 -1.983 1.145
```

## Properties
LUMO = 3.5 eV
Relative energy (zero: lowest compared OMol25 entry of this formula, charge and spin) = 11.4 kcal per mole
Total charge = -1
Gap between HOMO and LUMO = 7.36 eV

***

We obtain energy values of -187599.628; -10344.940; -16086.569; -9315.197; -242419.887; -39137.879; -11598.508 eV for the records listed above, in that order.